{"formula": "C4H5NO", "method": "ωB97M-V with the def2-TZVPD basis set", "elements": ["C", "C", "C", "O", "C", "N", "H", "H", "H", "H", "H"], "positions_angstrom": [[0.675, -1.379, 0.339], [0.076, -0.157, -0.165], [-0.502, 0.643, 0.755], [-1.072, 1.686, 0.024], [-0.643, 1.471, -1.260], [0.073, 0.411, -1.432], [0.515, -1.009, 1.797], [1.582, -1.683, -0.228], [0.056, -2.220, 0.594], [-0.260, -0.048, 1.869], [-0.905, 2.211, -2.015]], "forces_ev_per_angstrom": [[0.26, 0.02, 2.36], [0.11, 0.06, 0.56], [0.66, -1.37, 0.17], [0.16, -0.04, 0.65], [0.00, -0.04, 0.42], [-0.61, -0.10, 0.28], [1.82, -1.42, -3.18], [-0.09, 0.20, 1.29], [-0.52, -0.41, -0.94], [-1.78, 3.28, -2.06], [0.00, -0.18, 0.44]], "e_above_lowest_kj_mol": 437.0, "multiplicity": 1, "homo_ha": -0.3331, "total_energy_ev": -7761.997}